Record 1
{"formula": "C2H7OS2", "method": "ωB97M-V/def2-TZVPD", "elements": ["C", "O", "H", "H", "H", "C", "S", "S", "H", "H", "H", "H"], "xyz": [[-1.631, 2.368, -0.483], [-2.570, 2.319, 0.266], [-1.001, 3.278, -0.594], [0.096, -2.631, -2.429], [-1.369, 1.559, -1.183], [1.166, -1.297, 1.334], [1.543, -0.289, -0.123], [1.028, 1.622, 0.463], [1.335, -2.329, 1.007], [0.134, -1.129, 1.664], [1.814, -1.017, 2.179], [-0.544, -2.453, -2.101]], "forces_ev_per_a": [[0.735, 0.324, -0.469], [-0.518, -0.049, 0.337], [-0.185, -0.212, 0.089], [-0.005, -0.021, -0.017], [-0.023, -0.102, 0.074], [0.023, 0.382, 0.130], [-0.092, 0.099, 0.006], [0.060, -0.011, 0.050], [-0.086, 0.008, 0.338], [0.129, -0.189, -0.243], [-0.033, -0.228, -0.298], [-0.006, -0.002, 0.002]], "charge": -1, "e_homo_ev": -2.4, "total_energy_ev": -25905.298, "molar_mass_da": 111.2, "spin_multiplicity": 1, "homo_lumo_gap_ev": 6.26, "relative_energy_kcal_mol": 36.8}


Record 2
{"formula": "C2H12O4", "method": "ωB97M-V/def2-TZVPD", "elements": ["C", "C", "H", "H", "H", "H", "O", "H", "H", "O", "H", "H", "O", "H", "H", "O", "H", "H"], "xyz": [[1.369, -0.892, -6.137], [2.078, 0.260, -6.353], [1.780, -1.665, -5.705], [0.559, -1.106, -6.759], [3.028, 0.477, -6.019], [1.607, 1.120, -7.036], [-1.933, -1.373, 6.950], [-1.173, -1.476, 7.419], [-2.367, -2.005, 6.408], [-0.727, 0.589, 2.329], [-0.900, 1.395, 1.750], [-1.513, 0.164, 2.310], [2.464, -1.706, 0.851], [1.677, -1.022, 1.157], [2.625, -2.011, 1.751], [-2.813, 2.696, 2.374], [-3.524, 3.108, 1.888], [-2.237, 3.446, 2.823]], "forces_ev_per_a": [[1.152, 5.791, -2.897], [-4.452, -0.131, -2.093], [2.112, -3.850, 2.758], [-1.672, 0.038, -0.441], [1.829, 0.225, 1.105], [1.030, -2.071, 1.568], [-3.689, 2.925, -1.289], [3.068, -1.654, 1.391], [0.618, -1.273, -0.097], [3.808, 3.638, -1.313], [0.302, -1.535, 1.260], [-4.009, -2.181, 0.072], [-3.366, 2.843, 1.795], [2.756, -2.308, -1.701], [0.533, -0.484, -0.060], [2.250, 1.724, 1.548], [-0.161, 0.528, -0.080], [-2.106, -2.224, -1.529]], "charge": 0, "e_homo_ev": -9.9, "total_energy_ev": -10455.739, "smiles": "C=C.O.O.O.O", "molar_mass_da": 100.1, "spin_multiplicity": 1, "homo_lumo_gap_ev": 10.46, "relative_energy_kcal_mol": 75.1}


Record 3
{"formula": "C5H13O", "method": "ωB97M-V/def2-TZVPD", "elements": ["C", "C", "C", "C", "C", "O", "H", "H", "H", "H", "H", "H", "H", "H", "H", "H", "H", "H", "H"], "xyz": [[1.108, 0.904, 1.281], [-1.104, 1.984, -0.165], [0.505, -0.690, -1.610], [-0.474, -2.110, 0.134], [-0.142, 0.273, 0.777], [0.217, -0.845, -0.163], [1.806, 1.087, 0.384], [1.729, 0.228, 1.988], [0.712, 1.725, 1.825], [-0.869, 2.728, 0.643], [-2.129, 1.796, -0.274], [-0.390, 2.191, -1.063], [1.089, -1.537, -1.863], [-0.475, -0.837, -2.176], [0.979, 0.350, -1.887], [-1.354, -1.906, 0.755], [-0.676, -2.546, -0.812], [0.227, -2.731, 0.624], [-0.758, -0.065, 1.600]], "forces_ev_per_a": [[2.094, -2.240, -0.895], [4.779, -1.387, 1.236], [-1.593, 2.213, -1.134], [-0.211, 0.544, 0.126], [-0.595, 3.449, -1.892], [-0.633, 0.217, 0.482], [-1.036, 0.556, 1.550], [-1.178, 0.945, -0.987], [0.571, 1.219, 0.393], [-0.378, -0.880, -0.797], [-1.141, -0.358, -0.564], [-1.825, -0.558, 1.503], [1.057, -0.436, -0.088], [1.110, 0.618, 0.861], [-0.861, -2.278, 1.033], [0.239, -0.085, -0.459], [-0.699, -0.399, -0.647], [0.681, -0.539, 0.779], [-0.384, -0.603, -0.501]], "charge": 1, "e_homo_ev": -14.1, "total_energy_ev": -7431.938, "molar_mass_da": 89.2, "spin_multiplicity": 1, "homo_lumo_gap_ev": 11.21, "relative_energy_kcal_mol": 63.7}


Record 4
{"formula": "C2H4ClI", "method": "ωB97M-V/def2-TZVPD", "elements": ["C", "C", "Cl", "I", "H", "H", "H", "H"], "xyz": [[0.205, -0.710, -1.114], [0.292, 1.013, 1.389], [-0.641, 2.342, 1.079], [-0.605, -0.167, 2.867], [0.203, -1.557, -0.508], [-0.141, 0.059, -0.450], [1.083, -0.300, -1.280], [-0.397, -0.681, -1.983]], "forces_ev_per_a": [[-3.325, 0.595, 1.066], [0.724, -0.564, 0.452], [-0.615, 0.996, -0.251], [-0.058, -0.192, 0.145], [0.151, -1.789, 0.381], [-0.961, 0.379, 0.246], [4.746, 1.088, -1.215], [-0.663, -0.512, -0.826]], "charge": 0, "e_homo_ev": -9.1, "total_energy_ev": -22758.064, "molar_mass_da": 190.4, "spin_multiplicity": 1, "homo_lumo_gap_ev": 7.88, "relative_energy_kcal_mol": 84.5}


Record 5
{"formula": "C10H10N2O2", "method": "ωB97M-V/def2-TZVPD", "elements": ["H", "N", "C", "C", "C", "C", "C", "C", "C", "C", "C", "N", "C", "O", "O", "H", "H", "H", "H", "H", "H", "H", "H", "H"], "xyz": [[0.148, -2.888, -1.823], [0.237, -1.837, -1.576], [-0.785, -1.234, -1.205], [-0.948, 0.067, -0.634], [-2.160, 0.769, -0.738], [-2.386, 1.967, -0.096], [-1.285, 2.554, 0.485], [-0.058, 2.024, 0.544], [0.159, 0.703, 0.083], [1.229, -0.146, 0.329], [1.342, -1.265, 1.180], [0.387, -1.880, 1.908], [2.468, 0.309, -0.297], [3.233, 1.091, 0.185], [2.750, -0.334, -1.555], [-1.718, -1.762, -1.486], [-2.837, 0.259, -1.320], [-3.398, 2.378, -0.030], [-1.541, 3.556, 1.013], [0.809, 2.362, 1.109], [2.234, -1.766, 1.122], [0.680, -2.353, 2.733], [-0.571, -1.531, 1.980], [2.009, -1.043, -1.911]], "forces_ev_per_a": [[-0.481, 2.551, 0.134], [2.915, -2.562, -0.554], [-2.937, -1.725, -1.534], [1.630, 3.162, 1.432], [1.689, -0.601, 0.721], [-0.252, -0.747, -0.640], [-2.588, 4.051, 1.712], [2.942, -2.837, 0.387], [-5.384, 0.242, -1.351], [2.924, -3.250, 3.509], [-1.881, 4.330, -2.819], [-1.664, -0.212, 0.361], [1.347, -2.056, -2.379], [-0.020, 0.074, -0.610], [-1.655, -0.487, 0.614], [-0.300, 0.390, 0.778], [-2.167, -0.762, -1.028], [0.596, 0.087, -0.183], [0.936, -1.688, -0.883], [-0.468, 0.807, -0.091], [2.226, -1.054, 0.213], [0.197, -0.348, 0.287], [0.768, 0.162, -0.213], [1.625, 2.476, 2.140]], "charge": 0, "e_homo_ev": -7.8, "total_energy_ev": -17605.086, "smiles": "[H]/N=C/c1ccccc1/C(=C\\N)C(=O)O", "molar_mass_da": 190.2, "spin_multiplicity": 1, "homo_lumo_gap_ev": 7.80, "relative_energy_kcal_mol": 79.7}


Record 6
{"formula": "C27H25B2Cl5F4N10O5S2SeSrTe", "method": "ωB97M-V/def2-TZVPD", "elements": ["Sr", "C", "C", "N", "O", "B", "F", "F", "O", "N", "C", "C", "C", "N", "O", "B", "F", "F", "O", "N", "C", "C", "C", "H", "H", "H", "H", "H", "H", "H", "H", "H", "H", "H", "H", "Cl", "C", "C", "Cl", "C", "Cl", "C", "O", "C", "Cl", "C", "Cl", "Se", "N", "C", "C", "C", "C", "N", "C", "N", "H", "H", "H", "Te", "C", "C", "C", "C", "S", "H", "H", "H", "C", "C", "C", "N", "N", "C", "N", "S", "H", "H", "H", "H", "H", "H", "H"], "xyz": [[-0.135, 0.036, -0.215], [-2.704, 3.185, 2.430], [-2.171, 2.135, 1.517], [-1.040, 1.550, 1.611], [-0.148, 1.994, 2.623], [0.730, 3.224, 2.209], [-0.114, 4.290, 1.968], [1.589, 3.384, 3.263], [1.605, 2.969, 1.008], [0.942, 2.454, -0.085], [1.200, 3.032, -1.200], [2.079, 4.228, -1.371], [0.467, 2.473, -2.411], [-0.076, 1.339, -2.220], [-0.882, 0.814, -3.206], [-2.342, 1.239, -3.010], [-2.366, 2.648, -3.006], [-3.035, 0.673, -4.048], [-3.016, 0.783, -1.744], [-2.337, 1.152, -0.624], [-2.999, 1.712, 0.313], [-4.457, 2.021, 0.247], [0.417, 3.262, -3.678], [-2.012, 3.382, 3.240], [-2.867, 4.110, 1.875], [-3.668, 2.863, 2.830], [2.743, 4.343, -0.521], [2.655, 4.154, -2.293], [1.460, 5.127, -1.431], [-4.830, 1.803, -0.748], [-5.005, 1.414, 0.974], [-4.643, 3.071, 0.483], [0.291, 4.324, -3.472], [1.363, 3.137, -4.217], [-0.397, 2.920, -4.304], [-6.243, -4.736, -0.945], [-4.807, -3.773, -0.945], [-4.353, -3.178, 0.225], [-5.236, -3.382, 1.696], [-3.188, -2.420, 0.215], [-2.638, -1.627, 1.667], [-2.416, -2.225, -0.954], [-1.327, -1.551, -0.906], [-2.913, -2.833, -2.127], [-2.011, -2.633, -3.590], [-4.076, -3.588, -2.120], [-4.629, -4.328, -3.585], [4.275, 1.418, -0.250], [4.255, 1.459, -2.027], [3.373, 0.566, -2.406], [3.017, 0.264, -3.769], [2.101, -0.697, -3.975], [1.474, -1.384, -2.865], [1.751, -1.163, -1.615], [2.709, -0.187, -1.371], [3.062, 0.124, -0.137], [3.483, 0.803, -4.583], [1.793, -0.966, -4.977], [0.722, -2.144, -3.052], [1.555, 0.165, 2.290], [0.672, -0.738, 3.979], [-0.328, -0.200, 4.732], [-0.605, -0.963, 5.906], [0.204, -2.049, 6.023], [1.304, -2.149, 4.718], [-0.847, 0.707, 4.459], [-1.378, -0.710, 6.617], [0.199, -2.804, 6.793], [5.448, -2.417, 0.661], [4.464, -2.326, 1.825], [3.061, -2.679, 1.452], [2.024, -1.949, 1.701], [0.811, -2.441, 1.277], [0.955, -3.594, 0.696], [-0.079, -4.308, 0.210], [2.605, -4.131, 0.646], [6.448, -2.152, 1.001], [5.166, -1.742, -0.147], [5.494, -3.428, 0.251], [4.429, -1.317, 2.239], [4.778, -2.993, 2.631], [-0.951, -3.803, 0.101], [0.095, -5.044, -0.451]], "forces_ev_per_a": [[0.594, 0.401, 0.820], [-0.095, -0.024, 0.008], [-0.057, -0.189, -0.259], [-0.197, 0.277, 0.405], [0.474, 0.128, -0.483], [-0.126, -0.058, -0.336], [0.068, -0.087, -0.036], [0.014, 0.029, 0.136], [-0.192, -0.158, 0.447], [0.093, 0.505, -0.451], [-0.201, -0.285, -0.268], [-0.024, 0.064, 0.042], [0.256, 0.269, 0.228], [0.115, 0.488, -0.766], [-0.232, 0.203, 0.233], [0.053, 0.028, -0.078], [-0.036, -0.139, -0.018], [0.039, 0.072, 0.049], [0.157, 0.027, 0.012], [-0.204, 0.523, -0.093], [0.101, 0.093, 0.219], [-0.062, -0.003, 0.152], [0.056, 0.078, 0.017], [0.001, 0.003, 0.025], [0.028, 0.000, 0.017], [0.014, -0.005, -0.035], [0.010, -0.019, 0.026], [-0.008, 0.006, 0.017], [0.019, -0.011, -0.017], [0.015, -0.013, -0.024], [0.006, 0.025, -0.019], [0.005, -0.028, -0.002], [-0.020, -0.019, -0.009], [-0.015, 0.037, 0.029], [-0.012, -0.052, 0.005], [0.108, 0.086, 0.015], [-0.076, -0.092, -0.108], [-0.008, 0.069, 0.175], [0.051, 0.021, -0.103], [-0.169, 0.023, 0.198], [0.018, -0.117, -0.215], [-0.097, 0.061, 0.192], [-1.391, -2.350, -1.058], [-0.012, -0.189, -0.208], [0.009, 0.048, 0.202], [-0.091, -0.089, -0.170], [0.075, 0.096, 0.176], [-0.048, 0.038, -0.059], [0.016, 0.029, 0.274], [-0.305, -0.339, -0.574], [0.229, 0.212, 0.238], [-0.407, -0.354, 0.040], [0.246, 0.088, -0.094], [0.816, 0.319, -0.051], [0.014, -0.169, -0.001], [0.115, 0.019, -0.339], [0.021, 0.012, 0.038], [-0.043, 0.009, 0.030], [-0.089, 0.132, -0.079], [0.611, -0.160, 1.689], [-0.056, 0.348, -0.103], [-0.190, -0.071, 0.067], [0.041, 0.041, -0.126], [-0.073, 0.039, 0.066], [0.140, -0.131, -0.058], [0.023, -0.016, 0.035], [0.017, -0.011, -0.005], [0.008, 0.012, -0.035], [-0.002, -0.027, -0.047], [-0.105, -0.041, 0.021], [0.046, 0.130, 0.073], [-0.481, 0.121, -0.094], [0.277, 0.045, 0.033], [-0.181, 0.095, -0.039], [0.111, 0.018, 0.056], [0.185, -0.202, -0.068], [-0.015, 0.010, -0.014], [-0.011, 0.016, 0.010], [-0.010, 0.006, 0.039], [0.033, 0.021, 0.000], [0.000, 0.005, 0.018], [0.013, 0.031, -0.002], [0.001, -0.008, -0.026]], "charge": 0, "e_homo_ev": -7.7, "total_energy_ev": -223530.461, "molar_mass_da": 1202.8, "spin_multiplicity": 1, "homo_lumo_gap_ev": 5.79, "relative_energy_kcal_mol": 8.8}


Record 7
{"formula": "C5H7N2", "method": "ωB97M-V/def2-TZVPD", "elements": ["C", "C", "C", "C", "C", "N", "N", "H", "H", "H", "H", "H", "H", "H"], "xyz": [[-0.100, 2.903, -0.711], [0.081, 1.789, -0.255], [1.140, -1.270, -0.362], [-0.362, -1.530, -0.239], [0.584, 0.705, 0.541], [1.507, -0.179, 0.105], [-0.905, -0.468, 0.601], [-0.517, 3.663, -1.368], [1.784, -2.058, -0.817], [-0.741, -1.447, -1.239], [-0.588, -2.576, 0.090], [0.635, 1.047, 1.650], [-1.710, 0.119, 0.446], [-0.806, -0.698, 1.559]], "forces_ev_per_a": [[-0.542, 6.987, -3.316], [1.923, -7.830, 3.628], [-0.837, -1.309, -0.005], [-0.567, -0.739, -0.476], [-0.974, 3.864, 1.113], [2.114, 0.291, -0.454], [0.550, -0.983, 0.254], [-0.171, -0.497, 0.495], [-0.288, 0.908, 0.483], [-0.521, 0.005, -0.563], [0.165, 1.027, 0.093], [-0.060, -0.832, -1.741], [-0.351, -0.545, -0.603], [-0.442, -0.346, 1.092]], "charge": 1, "e_homo_ev": [-10.7, -15.0], "s_squared": 2.007, "total_energy_ev": -8263.910, "molar_mass_da": 95.1, "spin_multiplicity": 3, "homo_lumo_gap_ev": [7.11, 6.92], "relative_energy_kcal_mol": 104.4}